DFT (ωB97M-V/def2-TZVPD) results for a cluster of 2 separate species, C7H10N6O in total in a non-equilibrium geometry.

The geometry in ORCA input format:
```
! wB97M-V def2-TZVPD RIJCOSX def2/J DEFGRID3
* xyz 0 3
H -3.372 -0.742 -0.635
C 1.847 0.967 0.484
H 0.493 -1.530 1.603
N -1.185 0.770 -1.762
C 0.719 -0.017 -2.558
H -2.735 0.759 -0.263
H 1.719 1.952 0.234
H 0.863 -1.600 -0.925
N -0.305 0.874 -2.654
C -1.418 -0.735 0.109
O -1.029 -1.725 0.721
H 1.595 0.053 -3.150
H -0.520 2.163 1.054
H -3.267 -0.525 1.035
N 2.456 -0.965 1.430
H 3.726 0.031 0.054
C -0.303 1.102 1.581
C -2.772 -0.232 0.160
C 0.441 -0.802 -1.491
N 1.148 -0.713 1.767
C 2.918 0.083 0.681
H -1.038 0.722 2.342
N -0.781 -0.340 -1.042
N 0.800 0.450 1.226
*
```

HOMO energy (alpha / beta) = -5.399 / -9.832 eV
Kohn-Sham gap (alpha / beta) = 5.26 / 8.71 eV
Expectation value of S² = 2.023
Energy = -18401.8734 eV

***

DFT (ωB97M-V/def2-TZVPD) results for the ion C7H10NO with charge +1 in a non-equilibrium geometry.

The geometry in ORCA input format:
```
! wB97M-V def2-TZVPD RIJCOSX def2/J DEFGRID3
* xyz 1 1
O -1.311 -0.693 -0.854
C 0.853 0.071 -0.017
H -3.637 0.431 0.890
C 1.558 -1.202 0.290
H -1.075 1.221 1.650
C 1.392 1.419 0.354
H 2.644 -1.088 0.821
H -3.282 -1.145 -1.269
H 2.055 1.433 1.243
H 1.847 1.699 -0.645
C -2.641 -0.656 -0.564
N -0.620 -0.024 0.111
C 1.464 -0.759 -1.126
C -2.749 0.196 0.484
H 2.436 -0.211 -1.552
C -1.469 0.569 0.920
H 1.098 -2.070 0.626
H 0.582 2.055 0.588
H 0.855 -1.244 -1.951
*
```

ΔE to the lowest compared entry with this formula, charge and spin = 3.0930 eV
HOMO energy = -14.481 eV
Kohn-Sham gap = 10.07 eV
Energy = -10948.3829 eV

***

DFT (ωB97M-V/def2-TZVPD) results for the ion C7H10NO3 with charge +1 in a non-equilibrium geometry.

The geometry in ORCA input format:
```
! wB97M-V def2-TZVPD RIJCOSX def2/J DEFGRID3
* xyz 1 1
C -1.963 1.246 0.226
C 2.208 0.625 -1.803
O -0.666 -2.880 -0.346
H 1.338 0.634 -2.385
H -1.812 -1.144 2.513
H 3.300 2.281 -0.756
C -1.476 0.078 0.728
H 1.778 2.658 -1.176
H 3.167 0.018 -2.192
H -2.950 1.552 0.560
H -1.396 1.844 -0.557
C 2.411 1.880 -1.004
H -3.178 -0.118 1.870
H 0.813 -3.332 0.941
O 0.625 -1.325 0.639
O 0.612 0.752 -0.043
C -2.293 -0.824 1.518
N 1.990 0.634 -0.365
C -0.059 -0.268 0.422
C 0.190 -2.692 0.412
H -2.640 -1.620 0.797
*
```

ΔE to the lowest compared entry with this formula, charge and spin = 3.4746 eV
HOMO energy = -14.176 eV
Kohn-Sham gap = 9.01 eV
Energy = -15041.6449 eV

***

DFT (ωB97M-V/def2-TZVPD) results for a cluster of 2 separate species, C7H10NO3S in total in a non-equilibrium geometry.

The geometry in ORCA input format:
```
! wB97M-V def2-TZVPD RIJCOSX def2/J DEFGRID3
* xyz -1 1
C -1.612 -0.127 -2.875
C -1.253 1.224 0.511
H 1.640 0.468 0.262
C -0.857 1.333 1.940
C 0.630 -2.479 0.141
N -1.942 2.161 -0.102
H 1.118 -2.245 -0.818
H -1.159 -1.112 -2.813
O 1.014 -1.301 2.504
O -2.135 1.752 -1.397
O 2.808 -2.637 1.485
C 2.453 -0.168 0.585
C -1.528 0.524 -1.541
H -0.228 2.211 2.092
H 3.081 -0.466 -0.246
H -2.653 -0.225 -3.185
H -1.742 1.441 2.567
C -0.958 0.149 -0.369
H -1.088 0.465 -3.628
S 1.694 -1.705 1.284
H 3.034 0.299 1.368
H -0.314 0.438 2.235
*
```

ΔE to the lowest compared entry with this formula, charge and spin = 7.2368 eV
HOMO energy (alpha / beta) = -5.231 / -4.065 eV
Kohn-Sham gap (alpha / beta) = 8.64 / 6.45 eV
Energy = -25883.5198 eV

***

DFT (ωB97M-V/def2-TZVPD) results for a structure of composition C7H10NO4PS2 in a non-equilibrium geometry.

The geometry in ORCA input format:
```
! wB97M-V def2-TZVPD RIJCOSX def2/J DEFGRID3
* xyz 0 1
O -3.609 -1.377 0.341
C 1.775 -0.800 0.552
C 3.694 0.561 0.393
P -3.545 0.167 0.193
H 1.250 -1.772 0.793
C 1.546 1.642 0.116
H 3.709 -1.539 0.966
C 2.929 1.682 0.047
C 3.162 -0.690 0.643
C -1.044 -1.088 -1.911
H 0.999 2.492 0.262
H 0.054 -0.890 -2.130
H 3.394 2.630 -0.055
H -1.195 -2.113 -2.024
H -1.643 -0.395 -2.466
O -1.230 1.540 0.014
S -4.324 0.865 -1.413
O -1.208 -0.274 1.838
H -2.883 -1.650 -0.232
H -2.112 0.091 1.959
S -0.794 0.160 0.352
H 4.789 0.742 0.289
C 0.966 0.348 0.412
N -1.237 -1.059 -0.481
O -3.442 0.726 1.542
*
```

ΔE to the lowest compared entry with this formula, charge and spin = 1.4703 eV
HOMO energy = -9.537 eV
Kohn-Sham gap = 9.17 eV
Energy = -48058.9504 eV

***

DFT (ωB97M-V/def2-TZVPD) results for a structure of composition C7H10NP in a non-equilibrium geometry.

The geometry in ORCA input format:
```
! wB97M-V def2-TZVPD RIJCOSX def2/J DEFGRID3
* xyz 0 1
H 0.485 2.462 -1.658
H -1.515 1.379 0.069
C 0.367 1.292 -1.662
H 1.883 0.910 -3.210
P -0.305 0.668 -0.021
C -0.215 0.792 -2.907
H -0.626 -2.511 1.113
C -0.077 -0.925 3.592
C -0.021 0.779 1.686
H 0.884 -1.508 3.692
C -0.133 -0.549 2.126
N -0.690 -0.918 -0.184
C -0.454 -1.418 0.990
H 1.499 -0.536 -2.424
H -0.809 -0.155 -2.887
C 1.205 0.495 -2.593
H -0.167 -0.060 4.172
H -0.458 1.408 -3.642
H -0.854 -1.603 3.749
*
```

ΔE to the lowest compared entry with this formula, charge and spin = 3.7756 eV
HOMO energy = -7.748 eV
Kohn-Sham gap = 7.63 eV
Energy = -18194.8274 eV

***

Among the records above, which one has the lowest energy?
C7H10NO4PS2